Formula: C10H20Si2
Source: OMol25
Level of theory: ωB97M-V/def2-TZVPD

## Properties
frontier orbital gap: 7.99 eV
SMILES: C=CCCC(=C)[Si](=C)[Si](C)(C)C
M: 196.44 u

```
32
Properties=species:S:1:pos:R:3:forces:R:3:nbo_charge:R:1
C 0.185 -1.072 -1.410 -0.265 1.401 0.042 -0.37
C -3.112 -0.021 -1.620 1.714 -1.687 -0.214 -0.18
C 1.043 -2.071 -1.343 0.765 -0.761 1.083 -0.41
C -2.717 1.220 -1.792 2.318 0.692 -1.619 -0.42
C -0.878 -1.271 -2.401 -0.704 0.560 -1.468 -0.45
C -2.309 -1.323 -1.828 -0.439 -0.516 -2.078 -0.44
C 0.578 1.958 -1.797 0.710 -0.241 0.032 -1.11
C 1.142 2.191 2.500 -2.696 -2.542 1.513 -1.07
C 0.126 -0.713 2.592 -0.149 -0.807 -2.497 -1.11
C 3.038 -0.089 1.542 -1.172 -3.449 0.190 -1.07
Si 0.516 0.686 -0.581 -0.137 -0.640 -2.505 0.99
Si 1.160 0.473 1.625 3.189 0.969 1.522 1.19
H 1.861 -1.817 -0.704 0.950 -0.957 0.347 0.18
H 0.929 -3.113 -1.791 0.257 1.726 0.427 0.21
H -3.296 2.131 -1.663 -0.105 -0.377 0.286 0.21
H -1.656 1.385 -2.229 -2.251 -0.177 0.820 0.21
H -0.786 -0.433 -3.203 -0.297 -1.549 1.011 0.22
H -0.548 -2.271 -2.819 -1.202 1.168 -0.330 0.21
H -2.309 -1.856 -0.889 0.143 -0.167 0.531 0.21
H -2.867 -2.065 -2.530 0.393 1.508 1.061 0.22
H 1.188 2.859 -1.636 -0.625 -0.169 0.296 0.23
H 0.236 1.928 -2.875 0.417 -0.415 1.446 0.24
H -3.997 -0.335 -1.175 -2.015 0.276 0.655 0.19
H 0.011 2.169 2.785 1.724 0.487 -0.064 0.22
H 1.740 2.353 3.418 -0.260 -0.274 -0.665 0.25
H 1.220 2.953 1.810 0.482 1.839 -1.355 0.23
H 0.452 -0.922 3.596 0.061 -0.305 0.171 0.26
H -0.775 -0.153 2.545 -1.335 0.308 0.661 0.23
H -0.083 -1.580 1.884 0.448 0.520 1.383 0.25
H 3.635 0.726 1.258 0.872 1.020 -0.816 0.23
H 3.556 -0.555 2.471 -1.300 0.794 -1.246 0.24
H 3.034 -0.953 0.739 0.507 1.766 1.379 0.22
```
Forces are in eV/Å.


Formula: C34H64F12Li2O27P2
Source: OMol25
Level of theory: ωB97M-V/def2-TZVPD

## Properties
frontier orbital gap: 10.16 eV
M: 1208.67 u

```
141
Properties=species:S:1:pos:R:3:forces:R:3:lowdin_charge:R:1
Li -6.962 5.299 12.960 -0.486 0.368 -0.213 0.71
Li -7.434 0.565 12.682 0.280 -0.748 0.074 0.64
P -8.990 3.331 13.862 -0.654 0.452 0.268 0.23
F -8.860 4.237 12.515 0.673 -0.073 -0.436 -0.18
F -8.650 1.973 13.048 0.427 0.319 -0.677 -0.18
F -7.413 3.687 14.149 -0.053 -0.119 -0.346 -0.18
F -8.995 2.396 15.160 -0.660 0.789 -0.017 -0.11
F -9.419 4.668 14.674 0.174 -0.530 0.294 -0.14
F -10.558 3.153 13.444 0.363 -0.605 0.725 -0.15
P -4.817 0.630 13.564 0.300 -0.267 0.402 0.18
F -4.294 -0.731 14.214 0.157 0.147 0.105 -0.12
F -3.487 0.821 12.678 -0.006 0.105 0.496 -0.14
F -5.462 -0.238 12.353 -0.410 -0.074 -0.348 -0.19
F -5.443 1.981 12.861 -0.202 -0.028 0.199 -0.19
F -6.285 0.430 14.353 0.223 0.381 -0.276 -0.22
F -4.265 1.483 14.803 -0.134 -0.046 -0.577 -0.12
C -6.048 4.844 17.129 -1.376 2.132 0.129 -0.13
C -7.366 4.168 17.498 0.688 -0.238 -1.347 -0.10
O -6.856 2.847 17.710 -1.252 -0.149 1.105 0.05
C -5.606 2.926 18.178 0.788 -0.667 -0.282 -0.57
O -5.038 2.034 18.716 0.068 0.199 0.156 0.18
O -5.066 4.128 17.866 -0.233 0.014 -0.569 0.09
H -6.054 5.885 17.459 0.248 -0.098 0.301 0.12
H -6.012 4.962 16.041 1.076 -0.981 0.054 0.11
H -8.033 4.043 16.651 -0.083 0.457 0.025 0.09
H -7.883 4.675 18.316 0.131 -0.704 0.459 0.14
C -13.141 3.888 11.859 -0.177 -0.866 -0.303 -0.13
C -13.414 3.921 13.343 0.684 0.550 1.343 -0.10
O -14.405 4.961 13.529 -0.236 -0.466 -0.650 0.05
C -14.656 5.509 12.330 -0.070 0.543 -0.481 -0.57
O -15.488 6.313 12.060 -0.077 0.063 0.500 0.17
O -13.773 5.062 11.408 -0.130 0.227 -0.607 0.03
H -13.598 3.027 11.358 -0.009 0.079 0.082 0.14
H -12.084 3.897 11.597 -0.021 0.143 0.173 0.10
H -12.529 4.268 13.878 -0.050 -0.241 0.096 0.11
H -13.781 3.011 13.810 0.007 -0.081 -0.225 0.13
C -11.344 0.025 14.240 0.130 0.570 0.647 -0.03
C -11.016 -1.105 13.291 -0.234 -0.104 -1.034 -0.18
O -10.213 -2.130 13.882 -0.929 -0.044 0.848 0.07
C -8.908 -2.006 13.845 1.195 -0.396 -1.523 -0.60
O -8.299 -1.343 13.022 -0.064 0.962 0.471 0.06
O -8.358 -2.870 14.653 -0.658 -0.438 1.287 0.05
C -6.972 -2.827 14.959 1.389 0.338 -0.889 -0.02
H -11.368 1.005 13.761 -0.117 -0.205 -0.302 0.05
H -10.594 0.151 15.024 0.198 -0.247 -0.159 0.06
H -12.279 -0.100 14.787 -0.069 -0.242 -0.178 0.09
H -10.540 -0.789 12.360 0.306 0.326 0.267 0.10
H -11.915 -1.611 12.936 -0.060 -0.134 0.358 0.13
H -6.671 -3.726 15.486 -0.568 -0.081 0.132 0.10
H -6.677 -1.958 15.542 -0.422 0.064 0.106 0.08
H -6.384 -2.777 14.040 -0.134 0.022 -0.080 0.10
C -15.709 4.206 17.660 0.201 -1.671 0.364 -0.05
C -14.804 3.846 16.485 -1.925 -0.845 -0.359 -0.23
O -13.482 3.467 16.782 0.755 1.133 0.431 -0.01
C -13.205 2.282 17.384 -0.127 1.161 -1.654 -0.59
O -14.000 1.430 17.609 -0.336 -0.529 0.559 0.16
O -11.898 2.176 17.517 0.551 -1.041 0.872 0.02
C -11.024 3.237 17.158 -0.744 0.924 -0.906 -0.04
H -15.929 3.261 18.168 0.058 0.127 0.224 0.07
H -16.681 4.522 17.285 0.173 0.533 0.003 0.08
H -15.265 4.852 18.414 -0.062 0.425 -0.313 0.08
H -14.888 4.640 15.748 1.114 0.155 0.082 0.11
H -15.234 2.973 15.977 -0.314 0.095 0.122 0.13
H -11.301 4.146 17.694 0.410 -0.127 0.389 0.11
H -11.193 3.497 16.112 0.193 -0.182 -0.034 0.07
H -9.997 2.914 17.268 -0.144 -0.129 0.413 0.07
C -6.371 9.086 9.047 0.495 -1.091 -0.603 -0.04
C -6.973 8.555 10.322 1.083 0.266 1.186 -0.22
O -8.352 8.246 10.124 -0.002 -0.067 -0.615 0.07
C -8.940 7.520 11.050 0.475 -0.535 1.222 -0.60
O -8.374 7.043 12.020 -0.396 0.214 -0.365 0.06
O -10.225 7.410 10.770 -0.204 0.309 -0.535 0.04
C -11.110 6.789 11.688 -0.228 -0.910 0.921 -0.01
H -5.974 8.213 8.513 -0.343 0.015 -0.253 0.07
H -5.449 9.644 9.206 -0.392 0.558 0.246 0.08
H -7.083 9.554 8.373 0.082 0.426 0.242 0.09
H -6.868 9.188 11.210 -0.409 0.598 -0.379 0.13
H -6.364 7.714 10.655 -0.587 -0.532 -0.250 0.10
H -10.716 5.865 12.119 0.402 0.064 -0.236 0.08
H -12.027 6.523 11.173 0.093 0.329 -0.341 0.09
H -11.364 7.415 12.545 0.129 0.409 -0.256 0.10
C -5.924 10.469 16.360 -0.098 -0.776 -0.460 -0.05
C -6.661 9.336 17.048 -1.131 0.608 0.209 -0.20
O -6.523 8.112 16.305 0.652 -0.035 0.015 0.04
C -7.465 7.621 15.520 -0.281 -0.047 -0.237 -0.60
O -7.215 6.761 14.712 0.160 -0.451 -0.329 0.08
O -8.661 8.140 15.734 0.103 0.316 0.407 0.00
C -9.791 7.725 14.949 0.286 0.419 -0.375 0.00
H -6.362 10.620 15.371 0.080 -0.048 -0.052 0.08
H -4.892 10.143 16.231 0.139 0.489 0.034 0.08
H -6.031 11.417 16.880 0.239 -0.117 0.297 0.08
H -7.721 9.576 17.113 0.021 -0.019 0.115 0.12
H -6.318 9.146 18.063 0.267 -0.148 -0.121 0.13
H -10.231 6.831 15.379 -0.060 0.033 -0.037 0.09
H -9.496 7.572 13.913 0.119 -0.287 0.166 0.06
H -10.443 8.593 14.985 -0.284 -0.220 0.151 0.10
C -10.448 1.602 10.276 1.323 0.625 1.530 -0.06
C -9.862 0.515 9.394 -2.220 -0.287 -0.007 -0.20
O -8.622 0.863 8.816 0.251 0.165 -0.215 0.07
C -7.569 0.945 9.630 -0.415 -0.015 0.080 -0.59
O -7.533 0.571 10.769 -0.318 -0.198 0.694 0.07
O -6.594 1.513 8.989 0.109 0.620 -1.251 0.05
C -5.313 1.651 9.557 1.540 -0.335 0.607 -0.01
H -11.373 1.375 10.805 -0.291 -0.344 -0.616 0.08
H -10.498 2.589 9.813 -0.351 -0.218 -0.503 0.08
H -9.778 1.787 11.124 0.077 -0.151 -0.150 0.05
H -10.589 0.382 8.589 0.567 0.092 -0.511 0.13
H -9.880 -0.471 9.862 0.648 0.165 0.399 0.13
H -4.598 1.680 8.736 -0.241 -0.033 -0.134 0.11
H -5.034 0.826 10.215 -0.349 -0.068 -0.053 0.09
H -5.150 2.562 10.135 -0.620 0.055 0.005 0.09
C -2.524 5.656 9.024 0.549 1.473 -0.192 -0.06
C -3.714 5.547 9.964 0.514 -0.314 -0.679 -0.18
O -4.826 5.100 9.170 0.521 -0.626 -0.558 0.05
C -6.016 5.015 9.700 -0.250 0.677 -0.039 -0.64
O -6.311 5.363 10.821 -0.111 -0.261 1.178 0.06
O -6.858 4.604 8.785 0.042 0.054 -0.413 0.03
C -8.242 4.494 9.128 -0.010 -0.423 -0.619 0.01
H -1.794 6.320 9.499 0.066 -0.234 0.224 0.08
H -2.748 6.210 8.110 -0.425 -0.174 0.008 0.08
H -1.972 4.770 8.721 -0.491 -0.404 0.343 0.08
H -4.008 6.511 10.375 0.294 -0.024 0.241 0.12
H -3.450 4.820 10.732 -0.513 0.079 0.265 0.13
H -8.330 3.977 10.081 -0.317 0.125 -0.004 0.09
H -8.627 3.916 8.287 -0.175 -0.260 0.363 0.11
H -8.768 5.450 9.085 0.328 0.154 0.395 0.10
C -9.316 0.108 17.582 1.025 -0.615 1.573 -0.03
C -7.967 -0.397 18.137 1.059 1.290 -1.585 -0.20
O -8.092 -1.193 19.292 -0.584 0.003 0.598 0.06
C -8.098 -2.514 19.163 0.626 0.250 -0.446 -0.59
O -7.691 -3.125 18.208 -0.403 -0.232 0.091 0.13
O -8.561 -3.027 20.301 -0.167 -0.005 0.352 0.02
C -8.781 -4.417 20.286 0.117 -1.630 -0.648 -0.07
H -9.957 -0.773 17.551 -0.373 0.259 -0.532 0.09
H -9.161 0.632 16.645 -0.089 -0.246 -0.155 0.05
H -9.704 0.807 18.322 -0.338 -0.023 -0.123 0.07
H -7.308 0.438 18.385 -0.356 0.076 0.460 0.11
H -7.366 -0.864 17.354 -0.359 -0.659 0.121 0.11
H -9.585 -4.702 19.602 -0.199 0.333 0.129 0.10
H -9.001 -4.813 21.274 -0.123 0.642 0.201 0.09
H -7.933 -5.003 19.921 0.290 0.465 0.033 0.09
```
Forces are in eV/Å.


HOMO level in Ha, matching the order above: -0.29221 -0.37933
Lowest unoccupied orbital energy in Eh, matching the order above: 0.0013 -0.0058
DFT total energy in a.u., matching the order above: -971.85253 -5262.28795